Record 1
Formula: C16H17ClN4S
Source: OMol25
Level of theory: ωB97M-V/def2-TZVPD

XYZ file:
```
39
Properties=species:S:1:pos:R:3:forces:R:3
N -4.403663 0.541536 -2.323445 1.4980 -0.8853 -0.1364
S -2.541242 -3.237884 -1.217756 0.6026 1.0742 0.1838
Cl -0.134180 -3.579466 5.440767 0.8292 1.0813 -0.7832
C -3.400856 -0.013407 -2.512955 -1.2083 0.9728 -0.2390
N -0.800215 -1.885349 0.350356 0.4633 0.6489 -0.1680
C -1.542145 -1.951040 -0.830643 -0.6715 -0.9830 -0.7247
C -0.106248 -0.794394 0.289685 0.0609 0.5536 1.4216
C 2.455033 -0.536507 4.535174 -0.8785 0.2884 -1.3051
C 1.766064 -1.540733 5.203019 -0.3651 -0.8978 -0.3927
C 2.031278 -0.147707 3.259700 0.6034 0.1320 -0.0048
C 0.354321 -1.887070 3.265858 -0.4105 -0.7431 0.4348
C 0.746009 -2.282360 4.581253 0.0698 1.5087 -0.9750
C 0.971449 -0.810688 2.608511 0.8550 -0.0494 0.9862
N 0.680551 -0.293572 1.331051 -1.5506 -1.3273 -1.7228
N -1.318844 -0.844040 -1.625391 0.6770 -0.4520 -0.2465
C -2.083389 -0.609994 -2.863422 0.1571 1.5950 1.2823
C 0.480529 2.522178 -2.438982 1.1480 0.0356 -0.0832
C -0.869394 2.404010 -1.880285 -1.7763 -0.6870 0.8206
C 1.042197 1.189571 -2.906561 0.6843 0.2078 0.1227
C -0.930298 1.427446 -0.675541 -0.5921 0.1024 -0.5356
C 1.054482 0.166769 -1.772433 -0.9618 0.0568 -0.3420
C -0.312214 0.035522 -0.987358 0.2972 0.3781 0.0737
H 3.314844 -0.021645 4.942992 -0.1476 -0.1493 0.3457
H 2.070078 -1.801582 6.180271 0.2249 -0.3084 0.9386
H 2.596437 0.659516 2.729370 -0.6317 -0.7574 0.4750
H -0.441314 -2.448190 2.780119 0.1719 0.2173 -0.0117
H 1.096911 0.586905 1.132952 0.3542 0.4700 -0.0463
H -2.278153 -1.503008 -3.384971 -0.0386 -1.4270 -0.3540
H -1.580976 0.071201 -3.579065 -0.0612 -0.3289 0.7189
H 1.111627 2.910569 -1.638564 0.4065 0.2784 -0.1368
H 0.418257 3.231809 -3.248400 0.4664 0.3528 -0.3329
H -1.236496 3.389617 -1.546138 -0.0130 -0.4137 -0.1805
H -1.543624 2.040423 -2.675562 -0.0383 0.2845 0.3704
H 0.487149 0.835355 -3.763303 -0.2088 -0.1751 -0.3296
H 2.101506 1.302208 -3.227512 -0.6815 0.0204 -0.0092
H -0.460778 1.895521 0.186025 0.3532 0.0005 0.0945
H -1.986985 1.294058 -0.391952 0.3566 -0.1276 -0.0007
H 1.879837 0.484306 -1.142709 -0.1175 -0.1455 0.6764
H 1.312455 -0.799882 -2.184159 0.0734 -0.4013 0.1152
```
Positions in Å, forces in eV/Å.

Computed properties:
**Energy relative to the best compared isomer or geometry (same formula, charge and spin)**: 0.138 eV
**Highest occupied orbital energy**: -8.364 eV
**SMILES string**: N#CCN1C(=S)N=C(Nc2cccc(Cl)c2)C12CCCCC2
**Molecular weight**: 332.860 g/mol

Record 2
Formula: C3H6O2
Source: OMol25
Level of theory: ωB97M-V/def2-TZVPD

XYZ file:
```
11
Properties=species:S:1:pos:R:3:forces:R:3
C -1.520508 0.530409 0.109615 0.8503 -0.2277 -1.2606
C -0.005325 -0.844498 0.283966 -5.5842 2.5552 1.6783
O 0.973757 0.059694 0.591811 1.1816 1.0822 1.8111
C 2.014748 0.013224 -0.208707 -0.6813 -1.2757 -1.6150
O 1.876957 -0.698205 -1.166011 1.8566 -0.1472 -1.4297
H -1.187821 0.984712 -0.823888 -0.1370 0.0597 0.1302
H -2.494124 0.049334 -0.036513 0.3182 0.0128 0.2027
H -1.508740 1.277408 0.913353 0.1731 -0.5661 -0.0394
H -0.195223 -1.269134 -0.686845 0.6048 -0.0235 0.0491
H -0.885862 -0.665897 1.017013 1.8125 -1.7942 -0.0933
H 2.932142 0.562956 0.006206 -0.3946 0.3246 0.5667
```
Positions in Å, forces in eV/Å.

Computed properties:
**Energy relative to the best compared isomer or geometry (same formula, charge and spin)**: 4.580 eV
**Highest occupied orbital energy**: -8.511 eV
**Molecular weight**: 74.079 g/mol

Record 3
Formula: CH2ClO3P
Source: OMol25
Level of theory: ωB97M-V/def2-TZVPD

XYZ file:
```
8
Properties=species:S:1:pos:R:3:forces:R:3
C 1.655598 -0.121697 0.055468 0.3152 -1.7519 2.6486
O -0.967824 0.706831 -1.321902 0.3449 -0.7348 -0.9780
O 1.984524 -1.198348 0.541270 -1.0373 1.6658 -0.6895
O -1.795646 1.125584 1.078805 -0.0722 -1.2473 -0.1710
P -1.578451 0.270494 -0.090226 -1.1624 0.5364 1.1233
Cl -2.400556 -1.599469 -0.036784 0.7576 1.4021 -0.0313
H 0.930434 0.581199 0.560456 0.3615 -0.5970 -0.3007
H 2.171920 0.235405 -0.787088 0.4927 0.7267 -1.6015
```
Positions in Å, forces in eV/Å.

Computed properties:
**Energy relative to the best compared isomer or geometry (same formula, charge and spin)**: 0.644 eV
**Highest occupied orbital energy**: -10.575 eV
**SMILES string**: O=P(=O)Cl.C=O
**Molecular weight**: 128.451 g/mol

Record 4
Formula: C26H57FNO3
Source: OMol25
Level of theory: ωB97M-V/def2-TZVPD

XYZ file:
```
88
Properties=species:S:1:pos:R:3:forces:R:3
C 4.062578 1.580648 5.608524 -0.2598 0.0613 -0.3285
C 2.624133 1.771416 5.077961 0.1313 -0.2506 0.1290
C 2.093278 0.612457 4.217343 -0.0825 0.1413 -0.0957
C 2.230485 0.831704 2.709198 -0.0564 0.1542 -0.0614
C 3.618568 1.343808 2.293404 -0.0101 -0.2926 0.1431
C 4.032812 0.964311 0.868579 -0.2559 -0.1550 0.4438
N 3.996995 2.091514 -0.112169 -0.4603 -0.0025 0.2917
F 4.918340 3.040115 0.331533 0.1439 0.0191 -0.1140
C 2.647860 2.785866 -0.052516 -0.1325 0.1929 -0.4652
C 2.249127 3.596227 -1.274808 0.2259 0.3299 0.0263
C 1.005910 4.416463 -0.916552 -0.1989 -0.4479 0.4564
C -0.217250 3.529456 -0.587736 0.1098 0.2222 -0.3054
C -1.524295 4.014152 -1.223275 0.1059 -0.3076 0.1383
C -2.638597 2.946032 -1.159828 0.1018 0.3911 0.1108
C -3.806987 3.289113 -0.212924 0.0068 -0.3835 -0.0176
C -4.039915 2.229542 0.867239 -0.2447 0.1007 -0.2026
C -4.306727 0.821976 0.297173 0.3388 -0.0112 0.2819
C -3.261665 -0.214468 0.729805 -0.5062 0.0387 -0.1816
C -3.683620 -1.631770 0.376215 0.0018 0.0006 -0.1290
O -3.711763 -1.851212 -1.024875 0.0811 0.1048 0.0585
C -2.435548 -2.075708 -1.598511 -0.2927 0.1582 -0.0194
C 4.389868 1.693664 -1.496449 0.5134 -0.2700 -0.1981
C 5.613532 0.783328 -1.666031 0.0649 -0.2639 0.1053
C 5.311946 -0.718356 -1.466108 0.1649 0.3327 0.3787
C 6.882676 1.234182 -0.925000 -0.0369 -0.0513 -0.4700
H 4.419480 0.570879 5.410167 0.0404 -0.0725 0.0731
H 4.756251 2.271933 5.132556 0.1086 0.0319 0.0749
H 4.096323 1.738924 6.681394 0.1370 0.0580 0.0777
H 1.958998 1.894036 5.928834 -0.0727 0.0299 0.0375
H 2.559977 2.700546 4.511252 -0.0914 0.1239 0.0021
H 2.590353 -0.319526 4.488098 0.0976 -0.0244 0.0927
H 1.036343 0.463926 4.437071 -0.0539 -0.0662 -0.0476
H 1.450528 1.529218 2.389959 0.0441 0.0893 -0.0665
H 2.024423 -0.104797 2.185312 -0.0188 -0.0893 0.0365
H 3.707171 2.414334 2.462340 0.0816 0.0820 -0.0075
H 4.353765 0.890884 2.959002 0.0654 -0.0082 -0.0320
H 5.019981 0.524065 0.856403 0.1822 0.2273 -0.2152
H 3.339778 0.228327 0.462265 0.0100 -0.0063 -0.1372
H 1.916967 2.004366 0.136334 0.0416 -0.0965 0.0963
H 2.700235 3.453750 0.801523 0.0681 -0.1579 0.2041
H 2.045336 2.961399 -2.135677 -0.0526 -0.0809 -0.0309
H 3.050024 4.285034 -1.551356 0.0736 -0.0198 0.0080
H 1.254827 5.012215 -0.036280 -0.0338 0.2980 -0.1217
H 0.767864 5.093522 -1.731905 0.0534 0.0739 -0.0849
H -0.350734 3.462877 0.492950 0.0025 -0.1752 0.0878
H -0.022448 2.518742 -0.960286 -0.0490 -0.1018 0.0104
H -1.852849 4.914073 -0.704951 0.0069 0.1797 -0.1188
H -1.308409 4.283855 -2.257455 -0.0680 0.0670 -0.0672
H -3.017154 2.774499 -2.165093 -0.0283 -0.0548 -0.0599
H -2.183803 2.007364 -0.840845 -0.0205 -0.1259 -0.0214
H -3.643125 4.257530 0.259332 0.0103 0.0796 0.0147
H -4.726598 3.373204 -0.792250 -0.0526 0.1169 -0.0330
H -4.908635 2.536809 1.450920 0.0697 0.0510 0.1500
H -3.189979 2.210908 1.553637 0.0812 -0.0403 0.0326
H -4.347382 0.865981 -0.790029 -0.1015 -0.0999 -0.0896
H -5.274671 0.465857 0.648835 -0.1279 0.0164 -0.0989
H -3.148155 -0.150046 1.813527 0.2034 -0.0106 0.0688
H -2.307300 0.008483 0.248271 0.1975 0.0313 0.1811
H -4.702883 -1.802833 0.720986 -0.0672 -0.0352 0.0564
H -3.042153 -2.374450 0.860905 0.0808 -0.0316 0.0206
H -2.324056 -1.424568 -2.465647 0.0079 -0.0479 -0.1159
H -1.631444 -1.837101 -0.900929 0.0842 -0.0946 0.0782
H -2.362829 -3.118045 -1.906987 0.1502 -0.1006 -0.0175
H 4.560091 2.618755 -2.038550 -0.1839 0.1432 0.0925
H 3.507796 1.193966 -1.890457 -0.1067 0.0589 -0.0841
H 5.849666 0.903240 -2.724532 -0.2157 0.1421 -0.0985
H 4.242640 -0.923895 -1.455016 -0.0371 -0.1151 -0.2054
H 5.785156 -1.310061 -2.242151 -0.0289 -0.0891 -0.0816
H 5.714955 -1.061406 -0.512972 -0.0161 -0.1046 0.0188
H 6.956681 2.317674 -0.893471 0.0812 0.0623 0.1307
H 7.746756 0.875747 -1.481404 0.0593 -0.0738 0.0531
H 6.962559 0.814682 0.074107 -0.0697 0.1310 0.1758
C -5.777733 -8.143845 -2.047106 -0.0346 0.0203 -0.0244
O -6.094918 -6.864853 -2.564162 0.0716 -0.0319 0.0274
C -5.923460 -5.814387 -1.627470 -0.1072 -0.0224 -0.1462
C -4.649797 -5.041449 -1.876900 0.0875 0.0213 0.1751
O -3.492311 -5.833049 -1.635910 0.0226 0.0229 -0.0609
C -2.899332 -6.335669 -2.817826 -0.0049 -0.0243 0.0441
H -5.800759 -8.845237 -2.879001 -0.0231 0.0107 -0.0112
H -4.783560 -8.159561 -1.593006 -0.0012 -0.0091 0.0166
H -6.517792 -8.457312 -1.303198 0.0290 -0.0077 0.0280
H -5.928151 -6.206341 -0.605674 0.0127 -0.0010 0.0217
H -6.774573 -5.134811 -1.734808 0.0108 0.0090 0.0231
H -4.609077 -4.185752 -1.197397 -0.0302 0.0092 -0.0418
H -4.641434 -4.656932 -2.901627 -0.0155 0.0029 -0.0255
H -2.434340 -5.528165 -3.396250 -0.0300 -0.0081 -0.0379
H -3.629098 -6.850207 -3.447137 0.0082 0.0130 -0.0237
H -2.125722 -7.041766 -2.520453 0.0085 0.0129 0.0215
```
Positions in Å, forces in eV/Å.

Computed properties:
**Total charge**: +1
**Highest occupied orbital energy**: -10.396 eV
**Molecular weight**: 450.744 g/mol